{
  "formula": "C46H40AuGeN4O4",
  "method": "the ωB97M-V functional and the def2-TZVPD basis",
  "species": ["H", "H", "Ge", "N", "C", "H", "C", "H", "H", "C", "C", "C", "C", "H", "H", "C", "C", "C", "O", "C", "C", "H", "H", "H", "H", "O", "H", "C", "Au", "C", "C", "O", "H", "N", "C", "H", "H", "H", "H", "H", "H", "H", "H", "C", "C", "C", "C", "C", "H", "C", "H", "C", "H", "N", "C", "C", "C", "H", "H", "C", "C", "C", "H", "C", "H", "C", "H", "C", "H", "H", "H", "C", "C", "C", "H", "H", "C", "C", "H", "C", "O", "C", "N", "H", "C", "H", "C", "H", "C", "C", "C", "C", "C", "H", "C", "H"],
  "xyz": [[11.74355, 8.95087, 13.38983], [14.43202, 9.44890, 21.81427], [11.58765, 8.98374, 21.75488], [15.31394, 7.88886, 15.04043], [8.81942, 8.61808, 9.63013], [12.30474, 10.23318, 12.25360], [8.37036, 6.32518, 22.80142], [11.16398, 12.24182, 21.56020], [12.87155, 8.31766, 11.57864], [16.15880, 12.97650, 18.78346], [13.59890, 11.64462, 24.47446], [8.28724, 8.19865, 24.29738], [9.57911, 6.80121, 22.30830], [10.26371, 6.20073, 21.73816], [10.37653, 7.25109, 9.10559], [7.39515, 12.58371, 11.00875], [11.84041, 11.96803, 22.35839], [9.22199, 10.11811, 11.53942], [9.37361, 11.22640, 19.07500], [12.24424, 9.05956, 19.75968], [14.38918, 8.34717, 21.87294], [12.52722, 8.02392, 19.59300], [10.48787, 8.64239, 18.46850], [9.65212, 9.77255, 23.98614], [18.26945, 12.67265, 18.94016], [6.34323, 12.25754, 15.72802], [14.30366, 11.43986, 25.24542], [12.16772, 7.59309, 11.10401], [8.89238, 11.49510, 17.08637], [16.17444, 10.80218, 17.01932], [12.61170, 13.05231, 22.83861], [8.37529, 11.38886, 15.08699], [18.12214, 9.58117, 15.30104], [8.86263, 11.14573, 12.41332], [10.80216, 8.28859, 10.94349], [14.01307, 11.25772, 16.74366], [14.04504, 4.65513, 22.68916], [18.37488, 10.81111, 17.35956], [11.36349, 10.10621, 18.04877], [8.02487, 12.36565, 10.12972], [14.02319, 13.80176, 24.28202], [7.36504, 9.96886, 10.33764], [16.46079, 8.10182, 21.97972], [14.96718, 11.53228, 17.23312], [11.41947, 9.82198, 12.79413], [7.81281, 6.95435, 23.92568], [5.94600, 13.20477, 13.27426], [13.00097, 6.47874, 22.57173], [12.52013, 13.99684, 22.31201], [9.44419, 8.73599, 23.72284], [12.08548, 6.07842, 23.06546], [14.14079, 5.70966, 22.55915], [13.05848, 9.57754, 24.41012], [15.95581, 14.78479, 20.56780], [7.02734, 12.36780, 13.42857], [13.14314, 7.83874, 22.12973], [15.42237, 6.25458, 22.37423], [17.13540, 7.31197, 14.03900], [7.73039, 8.66469, 25.16384], [10.02396, 7.98210, 9.79763], [8.38130, 9.66537, 10.45579], [12.09386, 10.67953, 22.82075], [9.20802, 11.13531, 13.34420], [7.74600, 12.01934, 12.28747], [5.38783, 13.53878, 14.16735], [16.67122, 7.97491, 14.78146], [12.02652, 6.62332, 11.69745], [10.11548, 10.44250, 19.72966], [10.99882, 10.51776, 13.49078], [6.96377, 6.53041, 24.43561], [16.30646, 5.61736, 22.55675], [17.32904, 12.36847, 18.46492], [17.21226, 9.04864, 15.44878], [13.38456, 12.95642, 23.94528], [7.75961, 5.53441, 22.37392], [14.05511, 13.16415, 18.40566], [7.23077, 11.97776, 14.88475], [5.61230, 13.73698, 12.00028], [8.23403, 8.29841, 8.79604], [10.14889, 8.04161, 22.75724], [10.10122, 10.26444, 20.98570], [15.07049, 8.80921, 15.95412], [16.17378, 9.58161, 16.28980], [13.19176, 9.67331, 19.75677], [10.42352, 9.37798, 11.75264], [4.68698, 14.34385, 11.88843], [11.08036, 9.49400, 18.91164], [12.57266, 7.23062, 10.13160], [17.37783, 11.24283, 17.64270], [6.33688, 13.39024, 10.84751], [15.55398, 7.61088, 22.06405], [16.08880, 13.97789, 19.75054], [12.89160, 10.55790, 23.94001], [6.12380, 13.88804, 9.93994], [14.94886, 12.60785, 18.08764], [14.06365, 8.87042, 16.38818]],
  "de_lowest_kcal_mol": 40.3,
  "charge": -1,
  "homo_lumo_gap_ev": 6.7,
  "fmax_ha_per_bohr": 0.05915
}